# C6H10

A single C6H10 molecule (wB97M-V/def2-TZVPD, the Open Molecules 2025 dataset).

Positions of all 16 atoms, in Å:
C -1.09 0.56 1.45
C -1.14 0.09 0.01
C -0.14 0.42 -1.04
C 1.29 0.58 -0.53
C 1.20 -0.93 -0.17
C -0.29 -1.02 -0.52
H -1.29 1.63 1.52
H -0.12 0.35 1.91
H -1.85 0.02 2.03
H -2.14 0.10 -0.42
H -0.37 0.58 -2.08
H 2.01 0.89 -1.29
H 1.43 1.26 0.34
H 1.53 -1.18 0.83
H 1.72 -1.54 -0.92
H -0.75 -1.81 -1.12

Properties
* orbital gap: 10.109 eV
* lowest unoccupied orbital energy: 1.1987 eV
* max |F|: 0.0168 hartree/bohr
* SMILES: C[C@H]1[C@H]2CC[C@@H]12
* energy above the lowest of the compared OMol25 structures with the same formula, charge and spin: 1.647 eV
* HOMO: -8.910 eV



# C8H15N2

A gas-phase ion, C8H15N2 (charge +1) at a distorted geometry (wB97M-V/def2-TZVPD, the Open Molecules 2025 dataset).

Positions of all 25 atoms, in Å:
C 1.21 0.40 -1.38
C 0.06 -0.29 -1.21
C -2.51 0.61 -0.50
C 1.12 1.41 0.86
C 2.07 0.85 -0.16
C -0.54 -0.74 0.01
C 2.90 -0.30 0.28
C -0.27 -1.97 0.81
N -3.80 0.95 -0.07
N -1.85 -0.29 0.16
H 1.56 0.76 -2.41
H -0.40 -0.69 -2.21
H -2.08 1.19 -1.23
H 1.37 1.21 2.01
H 0.43 2.16 0.65
H 2.73 1.71 -0.50
H 3.94 0.01 0.27
H 2.69 -1.13 -0.42
H 2.70 -0.63 1.32
H -0.98 -2.63 0.40
H -0.38 -1.66 1.79
H 0.82 -2.37 0.62
H -4.19 1.71 -0.67
H -4.26 0.69 0.79
H -2.35 -0.98 0.79

Properties
* orbital gap (alpha / beta): 7.095 / 7.779 eV
* lowest unoccupied orbital energy (alpha / beta): -4.3567 / -3.6382 eV
* max |F|: 0.1006 hartree/bohr
* energy above the lowest of the compared OMol25 structures with the same formula, charge and spin: 4.467 eV
* charge: +1
* HOMO (alpha / beta): -11.452 / -11.417 eV



# C24H45BrCoP2

A molecular structure, C24H45BrCoP2 at a distorted geometry (wB97M-V/def2-TZVPD, the Open Molecules 2025 dataset).

Positions of all 73 atoms, in Å:
Co -0.93 0.42 0.67
C -1.33 1.46 -1.54
C -1.22 2.59 -0.56
C 0.74 1.54 -0.48
C -0.07 0.88 -1.48
C -0.01 2.54 0.17
C -2.45 1.34 -2.49
H -3.51 1.50 -2.14
H -2.50 0.35 -3.03
H -2.33 2.08 -3.33
C 0.56 0.07 -2.56
H -0.09 -0.10 -3.44
H 0.95 -0.93 -2.25
H 1.47 0.57 -3.00
C 2.23 1.54 -0.57
H 2.57 2.05 -1.53
H 2.72 0.53 -0.62
H 2.77 2.11 0.22
C 0.43 3.61 1.08
H -0.18 4.54 1.06
H 1.47 3.95 0.85
H 0.47 3.32 2.17
C -2.42 3.75 -0.30
H -2.18 4.59 -0.97
H -2.52 4.05 0.79
H -3.50 3.33 -0.64
C -2.33 -1.18 1.15
C -3.08 -0.30 0.49
C -4.10 0.55 1.26
C -3.51 1.38 2.55
C -1.94 1.50 2.47
C -1.02 0.52 2.83
C -1.51 -0.72 3.47
C -2.54 -1.48 2.60
H -5.12 0.06 1.52
H -3.79 0.81 3.47
H -4.56 1.45 0.51
H -3.57 -1.25 2.93
H -1.94 -2.09 0.64
H -3.27 -0.29 -0.63
H -2.44 -2.57 2.82
H -0.67 -1.42 3.66
H -0.27 1.04 3.44
H -1.95 -0.53 4.47
H -3.93 2.41 2.56
H -1.58 2.56 2.51
P -0.10 -3.41 -3.78
C 0.06 -3.69 -5.58
H -0.35 -4.69 -5.85
H 1.11 -3.67 -5.91
H -0.50 -2.94 -6.17
C 0.82 -4.92 -3.31
H 0.47 -5.79 -3.90
H 0.70 -5.19 -2.24
H 1.91 -4.81 -3.49
C -1.81 -4.08 -3.68
H -1.86 -5.06 -4.20
H -2.54 -3.41 -4.16
H -2.15 -4.25 -2.64
P 4.53 0.25 1.96
C 5.19 1.73 2.81
H 6.06 1.46 3.44
H 4.44 2.20 3.46
H 5.54 2.50 2.09
C 4.44 -0.84 3.43
H 5.40 -0.84 3.97
H 4.23 -1.89 3.13
H 3.66 -0.53 4.15
C 6.13 -0.44 1.39
H 6.80 -0.65 2.25
H 6.68 0.23 0.71
H 5.99 -1.40 0.85
Br -2.88 2.01 0.51

Properties
* orbital gap (alpha / beta): 5.380 / 6.600 eV
* lowest unoccupied orbital energy (alpha / beta): -3.0357 / -3.9824 eV
* multiplicity: 5
* max |F|: 0.1095 hartree/bohr
* charge: +1
* HOMO (alpha / beta): -8.416 / -10.583 eV



# C5H6

A single C5H6 molecule at a distorted geometry (wB97M-V/def2-TZVPD, the Open Molecules 2025 dataset).

Positions of all 11 atoms, in Å:
C 0.01 -1.12 -0.02
C 1.23 -0.21 0.00
C 0.76 1.03 -0.06
C -0.74 1.07 0.00
C -1.19 -0.18 -0.04
H -0.09 -1.93 -0.83
H -0.04 -1.56 1.04
H 2.28 -0.44 -0.01
H 1.36 1.94 -0.07
H -1.39 2.02 0.11
H -2.19 -0.60 -0.11

Properties
* orbital gap: 9.989 eV
* lowest unoccupied orbital energy: 1.2174 eV
* max |F|: 0.0442 hartree/bohr
* SMILES: C1=CCC=C1
* energy above the lowest of the compared OMol25 structures with the same formula, charge and spin: 0.443 eV
* HOMO: -8.772 eV



# C10H20AlClIN2OPSe

A molecular structure, C10H20AlClIN2OPSe at a distorted geometry (wB97M-V/def2-TZVPD, the Open Molecules 2025 dataset).

Positions of all 38 atoms, in Å:
C 0.12 -4.30 -3.12
I 0.99 -2.53 -2.10
H -0.95 -4.31 -2.97
H 0.63 -5.14 -2.64
H 0.41 -4.19 -4.16
Al 0.06 -0.51 -0.60
P -0.07 1.07 -2.29
C 1.52 1.43 -3.13
C -1.17 0.55 -3.63
H -1.61 2.71 -1.39
H -0.72 3.34 -2.82
H 0.08 3.25 -1.21
C -0.63 2.76 -1.89
H -2.17 0.37 -3.23
H -1.22 1.34 -4.40
H 1.33 2.12 -3.96
H 1.98 0.52 -3.51
H -0.81 -0.38 -4.09
H 2.21 1.91 -2.42
C 2.38 -0.50 -0.52
O 3.51 -0.63 -0.69
Cl -1.80 -1.22 0.18
C -0.94 2.53 3.61
N -0.70 1.11 3.61
C -1.12 0.29 4.64
C -0.65 -0.96 4.37
N 0.07 -0.87 3.18
C 0.79 -2.00 2.61
C 0.05 0.42 2.71
Se 0.81 1.19 1.20
H -2.00 2.78 3.60
H -0.47 2.95 2.73
H -0.51 2.98 4.51
H -1.67 0.67 5.48
H -0.74 -1.87 4.93
H 1.30 -2.54 3.42
H 0.14 -2.70 2.09
H 1.55 -1.63 1.91

Properties
* orbital gap: 7.194 eV
* lowest unoccupied orbital energy: -7.4897 eV
* max |F|: 0.0886 hartree/bohr
* charge: +2
* HOMO: -14.684 eV



# C5H13N2O4P

A single C5H13N2O4P molecule at a distorted geometry (wB97M-V/def2-TZVPD, the Open Molecules 2025 dataset).

Positions of all 25 atoms, in Å:
C 0.74 -0.38 -0.18
C 2.09 0.71 -2.05
C -1.60 0.78 0.15
C 1.91 0.67 -0.55
C -1.03 -0.17 1.19
N 3.04 0.11 0.16
N 0.34 -0.45 1.08
O -3.35 -1.81 0.37
O -2.25 -2.42 2.53
O 0.22 -1.20 -1.07
O -1.06 -2.85 0.26
P -1.86 -1.86 1.09
H 2.38 1.77 -2.21
H 1.11 0.43 -2.42
H 2.95 0.17 -2.37
H -2.42 1.37 0.65
H -2.22 0.24 -0.74
H -0.72 1.31 -0.26
H 1.65 1.63 -0.12
H 3.65 -0.31 -0.57
H 2.86 -0.57 0.88
H -0.37 -2.00 -0.59
H 1.02 -0.16 1.91
H -1.95 -3.29 2.49
H -3.24 -2.00 -0.50

Properties
* orbital gap: 7.573 eV
* lowest unoccupied orbital energy: 0.5176 eV
* max |F|: 0.0956 hartree/bohr
* energy above the lowest of the compared OMol25 structures with the same formula, charge and spin: 1.890 eV
* HOMO: -7.055 eV



no.,electronic energy (eV)
1,-6382.2126
2,-11508.5157
3,-151842.9030
4,-5280.7565
5,-117565.6794
6,-25853.3416